i.
Formula: C5H12O2
Source: the Open Molecules 2025 dataset
Level of theory: wB97M-V/def2-TZVPD

As for the gap between HOMO and LUMO: 10.89 eV.

The geometry in ORCA input format:
```
! wB97M-V def2-TZVPD RIJCOSX def2/J DEFGRID3
* xyz 0 1
O -2.04 -0.46 0.40
O 0.39 -1.38 -0.06
C 0.19 -0.02 -0.38
C -1.33 0.35 -0.51
C 0.72 0.65 0.86
C -1.80 0.14 -1.95
C 2.17 -0.23 1.50
H 3.05 -0.38 0.84
H 2.23 -1.05 2.26
H -2.87 0.30 -2.03
H 0.72 0.28 -1.30
H -1.28 0.84 -2.63
H -1.56 -0.88 -2.25
H -1.52 1.40 -0.22
H -1.50 -1.28 0.40
H 1.16 -1.18 0.66
H 2.34 0.65 2.08
H 0.96 1.72 0.70
H -0.03 0.54 1.65
*
```

***

ii.
Formula: C5H12O2
Source: the Open Molecules 2025 dataset
Level of theory: wB97M-V/def2-TZVPD

As for the gap between HOMO and LUMO: 9.52 eV.

The geometry in ORCA input format:
```
! wB97M-V def2-TZVPD RIJCOSX def2/J DEFGRID3
* xyz 0 1
O -0.22 -1.81 -0.74
O -1.89 0.05 0.76
C -1.23 1.06 0.10
C 0.04 1.36 0.36
C -0.82 -1.36 -1.94
C 2.15 0.05 0.94
C 0.89 0.76 1.45
H -0.73 -1.42 -0.02
H 1.18 1.57 2.12
H 0.28 0.06 2.04
H -0.91 -0.27 -1.98
H -2.79 -0.01 0.43
H -1.81 -1.81 -2.11
H 2.73 0.70 0.28
H 2.79 -0.23 1.78
H -1.80 1.57 -0.67
H 1.89 -0.86 0.38
H -0.17 -1.67 -2.77
H 0.49 2.13 -0.27
*
```

***

iii.
Formula: C5H12O2
Source: the Open Molecules 2025 dataset
Level of theory: wB97M-V/def2-TZVPD

As for the gap between HOMO and LUMO: 9.51 eV.

The geometry in ORCA input format:
```
! wB97M-V def2-TZVPD RIJCOSX def2/J DEFGRID3
* xyz 0 1
O 0.27 2.06 -1.45
O 2.50 -0.37 0.18
C -0.26 0.60 0.27
C -0.82 -0.63 0.94
C -0.81 -0.04 -2.10
C -0.23 -0.87 2.33
C -0.23 0.85 -1.04
H 0.60 1.98 -2.35
H -1.91 -0.55 1.02
H 1.66 -0.22 -0.28
H 0.15 1.37 0.92
H -0.63 -1.52 0.32
H 0.85 -1.06 2.26
H -0.24 0.02 -3.04
H -1.84 0.26 -2.32
H -0.38 0.00 2.98
H 2.65 0.48 0.60
H -0.70 -1.73 2.82
H -0.83 -1.09 -1.79
*
```

***

iv.
Formula: C5H12O2
Source: the Open Molecules 2025 dataset
Level of theory: wB97M-V/def2-TZVPD

As for the gap between HOMO and LUMO: 10.75 eV.

The geometry in ORCA input format:
```
! wB97M-V def2-TZVPD RIJCOSX def2/J DEFGRID3
* xyz 0 1
O -0.90 -0.70 0.80
O 0.72 -2.73 -0.09
C 1.63 -1.65 -0.32
C -0.01 0.23 0.19
C -0.82 1.40 -0.36
C 0.87 -0.44 -0.87
C -1.64 2.06 0.74
H -0.14 2.13 -0.82
H 1.59 0.29 -1.26
H 0.78 -2.98 0.83
H -2.28 1.31 1.22
H 2.39 -1.98 -1.04
H -2.27 2.86 0.36
H -0.80 -1.54 0.34
H -0.98 2.48 1.51
H -1.48 1.02 -1.15
H 0.66 0.61 0.98
H 2.15 -1.37 0.61
H 0.26 -0.77 -1.72
*
```

***

Sorted by energy, starting with the most stable: iv, iii, ii, i.

***

i.
Formula: C8H12NOS
Source: the Open Molecules 2025 dataset
Level of theory: wB97M-V/def2-TZVPD

As for the gap between HOMO and LUMO: 7.83 eV.

The geometry in ORCA input format:
```
! wB97M-V def2-TZVPD RIJCOSX def2/J DEFGRID3
* xyz 1 1
S -1.98 1.26 0.21
O 1.81 2.31 0.48
N 0.72 1.06 -1.24
C 2.43 -1.26 0.72
C 1.83 1.11 -0.16
C -3.43 0.44 0.59
C 1.48 -0.13 0.65
C -3.39 -0.87 0.25
C -1.29 -0.21 -0.48
C -2.18 -1.25 -0.36
C 0.05 -0.24 -0.94
H 0.36 -1.07 -1.55
H 0.06 1.84 -1.10
H 3.15 -1.09 1.53
H 1.06 1.12 -2.20
H -4.21 -1.55 0.43
H 2.99 -1.38 -0.20
H 1.15 2.33 1.19
H 2.80 1.02 -0.67
H -4.22 0.99 1.06
H -1.97 -2.25 -0.70
H 0.88 0.05 1.53
H 1.91 -2.19 0.95
*
```

***

ii.
Formula: C8H12NOS
Source: the Open Molecules 2025 dataset
Level of theory: wB97M-V/def2-TZVPD

As for the gap between HOMO and LUMO: 7.24 eV.

The geometry in ORCA input format:
```
! wB97M-V def2-TZVPD RIJCOSX def2/J DEFGRID3
* xyz 1 1
S -1.60 0.70 -1.76
O 1.50 -1.90 0.34
N -3.70 -0.53 -0.02
C -1.25 -0.08 -0.08
C -0.19 1.75 -1.70
C 3.03 -0.21 0.00
C 1.70 -0.61 0.49
C 0.89 0.07 1.54
C 0.22 0.39 0.26
C 0.59 1.48 -0.64
C -2.29 -0.54 0.53
H 3.66 -1.07 0.23
H -2.20 -1.18 1.39
H -4.33 -1.00 0.65
H 1.37 2.23 -0.57
H 3.16 0.10 -1.06
H 0.47 -0.73 2.03
H 0.12 2.60 -2.32
H -4.01 0.29 -0.46
H -3.77 -1.29 -0.86
H 1.38 0.95 2.00
H 3.32 0.64 0.59
H 1.92 -2.05 -0.57
*
```

***

iii.
Formula: C8H12NOS
Source: the Open Molecules 2025 dataset
Level of theory: wB97M-V/def2-TZVPD

As for the gap between HOMO and LUMO (alpha / beta): 3.76 / 3.66 eV.

The geometry in ORCA input format:
```
! wB97M-V def2-TZVPD RIJCOSX def2/J DEFGRID3
* xyz 1 1
S 1.35 -0.23 0.22
O -0.73 -0.89 -3.02
N -1.29 2.13 1.91
C -1.95 1.80 0.79
C -0.24 -0.58 -1.86
C 2.50 -1.39 0.74
C 0.86 -1.24 -1.11
C -0.20 3.07 1.97
C 2.51 -2.48 -0.05
C 1.55 -2.45 -1.09
C -0.37 -1.82 -3.86
H 0.09 3.26 0.85
H -0.93 -1.67 -4.88
H -1.89 2.25 -0.14
H 1.26 -3.44 -1.36
H -2.84 1.23 1.01
H 3.21 -3.37 -0.08
H 0.69 2.63 2.42
H -0.56 0.41 -1.58
H -0.50 3.82 2.67
H 3.18 -1.13 1.56
H 0.44 -2.49 -3.84
H -1.66 2.00 2.84
*
```

***

Sorted by energy, starting with the most stable: i, ii, iii.